Record 1
Formula: C2H2ClO3
Source: the OMol25 dataset
Level of theory: the ωB97M-V functional and the def2-TZVPD basis

Each line ends with the Löwdin charge.
Geometry (Å):
H: 0.44 -0.93 -1.31  0.01
O: 0.33 3.58 0.17  -0.08
H: 0.09 -0.12 -0.02  -0.07
O: -1.89 4.27 0.25  0.02
Cl: -0.11 1.64 1.95  0.38
C: -1.00 3.43 0.19  -0.66
O: 0.04 -0.98 -0.45  -0.10
C: -0.29 2.21 0.18  -0.51

Calculated values
ΔE to the lowest compared entry with this formula, charge and spin: 67.4 kcal/mol
2S+1: 1
Highest occupied orbital energy: -3.8 eV
M: 109.488 g mol⁻¹
Charge: -1
HOMO-LUMO gap: 0.2873 hartree
Total energy: -763.3046 Ha

Record 2
Formula: C24H41NP2Tb
Source: the OMol25 dataset
Level of theory: the ωB97M-V functional and the def2-TZVPD basis

Each line ends with the Löwdin charge.
Geometry (Å):
C: -0.10 -3.34 2.87  -0.06
H: -4.25 -1.29 0.01  0.06
H: 0.01 0.15 -2.82  0.08
H: -3.54 -4.24 1.08  0.10
H: 3.97 3.05 -1.25  0.12
H: 2.17 -0.23 -3.25  0.09
C: -1.19 -2.39 2.56  -0.24
H: 1.16 -1.35 1.38  0.02
H: -5.09 -2.24 1.23  0.10
H: -2.44 1.93 -3.51  0.06
C: -2.30 -2.62 1.72  -0.19
H: 1.92 -3.41 -1.67  0.06
P: 0.50 -1.57 -1.16  0.89
H: 0.75 2.69 -3.39  0.08
H: -0.94 -0.79 5.22  0.11
C: 4.14 1.02 -0.60  -0.18
H: 0.53 -0.88 4.24  0.08
C: 2.72 1.86 -3.25  -0.16
C: -2.54 -3.82 0.90  -0.02
H: 1.99 3.86 -3.25  0.14
H: -2.41 3.33 -2.38  0.06
C: -1.33 -1.08 3.13  -0.26
H: -0.32 -3.86 3.82  0.10
H: -1.21 3.38 -0.24  0.04
H: 4.21 0.53 0.39  0.11
H: 3.50 -0.91 -1.28  0.09
C: -0.51 -0.52 4.25  -0.04
H: -0.27 2.31 0.79  -0.04
H: 1.74 2.52 0.70  0.08
C: 1.67 2.89 -2.82  -0.17
H: -0.46 0.59 4.23  0.08
C: -1.83 -1.16 -0.80  -0.60
C: 1.59 -1.25 0.33  -0.41
Tb: 0.08 0.44 0.70  1.26
C: -3.15 0.76 3.08  -0.06
H: -2.42 1.58 3.11  0.06
C: 2.69 0.50 -2.63  -0.14
H: 0.94 0.93 -1.46  -0.05
C: -3.17 -1.50 1.80  -0.20
H: 3.72 2.30 -3.16  0.12
H: 4.06 2.86 0.48  0.13
C: 1.36 3.03 -1.36  -0.12
H: -2.11 2.31 0.92  0.05
C: 3.34 0.15 -1.50  -0.17
H: 0.90 -2.87 2.97  0.07
H: 2.56 -1.98 -2.47  0.01
H: 5.20 1.08 -0.94  0.14
C: -1.26 2.38 0.20  -0.36
C: -2.57 -0.54 2.67  -0.25
H: -1.76 -4.58 1.05  0.08
H: -4.96 -0.45 1.38  0.08
C: 1.64 -2.50 -2.23  -0.26
C: 2.09 2.52 -0.34  -0.17
H: 1.14 -2.80 -3.16  0.07
N: -2.56 -1.80 -1.47  -0.03
H: 2.25 -2.12 0.27  0.08
H: -3.60 0.69 4.08  0.10
H: -3.94 1.07 2.39  0.07
H: -2.50 -3.54 -0.16  0.06
H: 2.57 1.72 -4.34  0.13
C: -1.85 2.44 -2.72  -0.28
H: 2.21 -0.32 0.28  0.00
H: 0.58 3.79 -1.17  0.12
C: -4.44 -1.36 1.09  -0.02
H: -0.90 2.79 -3.14  0.00
C: 0.11 0.26 -1.72  -0.55
H: -0.02 -4.12 2.09  0.08
P: -1.63 1.27 -1.35  0.92
C: 3.59 2.44 -0.43  -0.17

Calculated values
2S+1: 7
Highest occupied orbital energy (alpha / beta): -9.7 / -9.6 eV
M: 564.472 g mol⁻¹
Charge: +1
HOMO-LUMO gap (alpha / beta): 0.2171 / 0.2112 hartree
Total energy: -2500.3650 Ha

Record 3
Formula: C10H18N3
Source: the OMol25 dataset
Level of theory: the ωB97M-V functional and the def2-TZVPD basis

Each line ends with the Löwdin charge.
Geometry (Å):
H: 0.96 1.51 -2.24  0.10
C: -1.28 2.64 0.65  -0.03
C: -0.70 0.64 2.02  -0.21
H: 2.15 -1.32 -1.74  0.09
C: 0.31 1.09 -0.26  -0.07
N: 1.06 -2.69 -0.57  0.05
C: 0.38 0.82 3.12  -0.08
C: -0.21 -2.43 -0.86  -0.45
H: -1.89 4.24 -0.68  0.11
H: 1.01 0.29 -0.03  0.10
H: -1.46 -1.95 -2.35  0.15
H: 3.10 -2.52 -0.95  0.10
H: 0.23 -1.64 -2.63  0.11
C: -0.52 1.48 0.79  -0.25
H: -0.94 -3.34 0.78  0.13
C: -0.54 2.91 -1.61  -0.08
H: 2.12 -3.03 -2.35  0.10
H: -0.05 1.38 3.95  0.07
H: -0.76 -0.44 1.83  0.07
H: 1.33 -2.65 0.40  0.16
C: 0.30 1.82 -1.44  -0.10
H: -1.74 -1.87 0.39  0.12
N: -1.14 -2.63 0.09  0.20
N: -0.52 -1.83 -2.00  0.25
C: 2.17 -2.38 -1.49  -0.03
H: 1.26 1.38 2.81  0.07
H: 0.66 -0.14 3.53  0.06
C: -1.30 3.35 -0.54  -0.07
H: -0.44 3.47 -2.53  0.11
H: -1.87 3.01 1.48  0.12
H: -1.69 0.82 2.45  0.11

Calculated values
ΔE to the lowest compared entry with this formula, charge and spin: 20.9 kcal/mol
2S+1: 1
Highest occupied orbital energy: -11.8 eV
M: 180.275 g mol⁻¹
Charge: +1
HOMO-LUMO gap: 0.3267 hartree
Total energy: -555.8930 Ha

Record 4
Formula: C22H25N3OS
Source: the OMol25 dataset
Level of theory: the ωB97M-V functional and the def2-TZVPD basis

Each line ends with the Löwdin charge.
Geometry (Å):
C: 3.69 -0.38 1.01  -0.12
C: -2.57 -2.34 -1.28  -0.02
H: -3.68 1.57 0.74  0.16
H: 5.45 -0.38 1.93  0.04
C: 2.92 -0.48 -0.09  -0.18
S: 1.35 -3.00 0.81  0.58
C: -3.40 -1.47 -0.61  -0.28
H: 5.52 -0.43 -2.19  0.14
H: 0.09 5.11 0.72  0.15
C: 4.91 -0.55 -1.19  -0.12
C: -5.72 -1.11 0.26  -0.10
C: -4.18 0.55 0.50  -0.03
C: -3.28 -0.32 0.01  -0.12
C: 4.93 -0.48 1.16  -0.07
H: -5.13 -2.78 -0.79  0.15
C: 0.73 -1.50 0.42  -1.10
C: -5.39 0.03 0.52  -0.21
N: -0.52 -1.48 0.38  0.10
H: 3.01 -0.66 -2.08  -0.02
C: 0.03 2.46 -1.69  -0.26
H: 1.36 4.15 1.92  0.20
H: -1.85 -2.71 -0.75  0.02
C: 5.70 -0.59 -0.06  0.00
H: -1.48 2.05 1.77  -0.02
H: 0.11 0.23 -2.45  0.22
C: 1.02 1.51 0.83  0.09
H: 6.62 -0.28 0.05  0.05
N: -1.92 0.36 -0.48  0.18
H: -6.65 -1.58 0.50  0.13
H: -1.96 1.41 -0.61  0.15
C: 0.88 4.12 0.52  0.01
H: -6.05 0.75 1.20  0.17
H: -3.15 -3.11 -1.90  0.13
C: -4.70 -1.79 -0.38  -0.01
C: 3.59 -0.62 -1.45  0.07
H: 1.59 4.23 -0.07  -0.06
H: 0.74 1.25 1.92  0.16
H: 3.00 -0.46 2.12  0.20
H: -1.83 3.50 1.43  0.09
C: -1.01 2.86 1.68  -0.01
N: 1.51 -0.83 -0.25  0.01
O: -0.67 2.93 -0.73  -0.05
H: -2.23 -1.71 -2.08  0.10
C: 0.75 1.08 -1.78  -0.13
H: 0.89 3.07 -1.87  0.12
C: 0.00 2.80 0.44  -0.50
H: -0.62 2.93 2.59  0.05
C: -0.78 -0.21 -0.17  -0.14
H: -0.51 2.60 -2.59  0.14
H: 1.88 1.83 0.52  0.03
C: 0.59 0.65 -0.59  -0.22
H: 1.74 1.23 -2.12  0.13

Calculated values
ΔE to the lowest compared entry with this formula, charge and spin: 483.3 kcal/mol
2S+1: 1
Highest occupied orbital energy: -6.6 eV
M: 379.529 g mol⁻¹
HOMO-LUMO gap: 0.2532 hartree
Total energy: -1490.2792 Ha

Record 5
Formula: C3H7NS2
Source: the OMol25 dataset
Level of theory: the ωB97M-V functional and the def2-TZVPD basis

Each line ends with the Löwdin charge.
Geometry (Å):
H: 0.51 1.44 0.12  -0.01
H: -3.83 -0.78 -0.01  0.16
S: -0.13 -0.90 -0.36  0.82
C: -1.79 -0.23 -0.09  -1.20
H: 1.00 0.87 -1.46  0.06
H: 2.41 0.55 1.35  0.09
H: 3.19 0.73 -0.24  0.07
N: -2.79 -1.09 0.11  -0.03
C: 1.00 0.63 -0.39  -0.48
H: -2.49 -2.02 0.50  0.11
C: 2.37 0.20 0.28  -0.15
S: -2.00 1.45 -0.09  0.54
H: 2.55 -0.85 0.29  0.03

Calculated values
ΔE to the lowest compared entry with this formula, charge and spin: 13.0 kcal/mol
2S+1: 1
Highest occupied orbital energy: -8.2 eV
M: 121.230 g mol⁻¹
HOMO-LUMO gap: 0.3261 hartree
SMILES string: CCSC(N)=S
Total energy: -969.6166 Ha

Record 6
Formula: C6H9N
Source: the OMol25 dataset
Level of theory: the ωB97M-V functional and the def2-TZVPD basis

Each line ends with the Löwdin charge.
Geometry (Å):
C: -0.69 1.28 0.13  -0.10
H: 3.20 0.39 -0.38  0.08
C: 0.02 -0.82 -0.21  -0.02
H: -2.75 -1.17 -0.97  0.07
C: 2.58 -0.40 0.05  -0.04
C: -2.58 -0.42 -0.19  -0.07
C: 1.12 -0.04 0.02  -0.33
H: 2.74 -1.31 -0.55  0.08
H: -1.24 2.21 0.22  0.11
H: -3.23 0.44 -0.39  0.07
H: -2.89 -0.86 0.76  0.08
N: 0.68 1.25 0.21  0.04
H: 0.04 -1.88 -0.42  0.11
H: 1.19 1.92 0.78  0.15
C: -1.14 0.01 -0.12  -0.30
H: 2.94 -0.60 1.06  0.07

Calculated values
ΔE to the lowest compared entry with this formula, charge and spin: 3.7 kcal/mol
2S+1: 1
Highest occupied orbital energy: -7.9 eV
M: 95.145 g mol⁻¹
HOMO-LUMO gap: 0.3284 hartree
SMILES string: Cc1c[nH]c(C)c1
Total energy: -288.7761 Ha